[1]
Density functional theory data (ωB97M-V/def2-TZVPD) for a structure of composition C15H18FeIN4.

As for the total charge: -1. The spin multiplicity is 5. The value obtained for the lowest unoccupied orbital energy (spin up / spin down) is 2.52 / 2.19 eV. The HOMO energy (spin up / spin down) is -0.1289 / -0.1490 Eh.

```
39
Properties=species:S:1:pos:R:3:forces:R:3:mulliken_charge:R:1
Fe -0.5000 1.4487 -1.1927 0.74 -2.63 -0.96 -0.19
C -3.3230 -3.6119 0.1185 0.52 0.24 1.16 -0.38
C -2.8333 -3.0431 1.3080 -0.42 -0.85 0.20 -0.51
C -2.3058 -1.7831 1.3215 0.65 0.59 -0.47 -0.21
C -2.0642 -1.0439 0.1321 -0.75 -0.98 1.20 0.32
C -2.5516 -1.6344 -1.0612 0.43 0.65 1.60 -0.52
C -3.2278 -2.8680 -1.0332 0.26 0.65 -0.86 -0.49
N -1.4707 0.2402 0.2749 0.66 0.11 -1.48 -0.08
N -0.9095 0.4658 1.4360 -0.59 -0.41 0.66 -0.19
C -0.3762 1.6920 1.6057 0.28 -0.14 -1.26 0.32
C 0.1309 2.0316 2.8918 0.24 1.81 -0.84 -0.57
C 0.6766 3.3067 3.0462 -0.78 -0.84 -0.60 -0.32
C 0.7243 4.1735 1.8981 0.45 0.22 1.35 -0.60
C 0.2365 3.7496 0.6988 0.04 -0.41 -0.05 -0.21
N -0.2650 2.5184 0.4930 0.17 -0.04 1.83 0.14
H -3.6883 -4.6262 0.1860 -0.34 0.01 -0.41 0.37
H -2.8884 -3.6181 2.2512 -0.04 0.38 -0.59 0.30
H -1.9750 -1.3171 2.2287 0.04 -0.06 0.35 0.36
H -2.3346 -1.0773 -1.9356 -0.18 0.19 -1.07 0.45
H -3.6857 -3.2158 -1.9583 0.31 -0.09 0.09 0.32
H 0.0150 1.3120 3.6800 0.03 -0.08 0.24 0.44
H 0.9560 3.6245 4.0535 0.24 0.08 -0.47 0.35
H 1.1880 5.1656 1.9515 -0.34 -0.41 0.13 0.34
H 0.2510 4.4035 -0.1577 0.06 0.02 -0.29 0.33
I -1.2299 3.2105 -3.0524 0.08 -0.09 0.07 -0.56
C 1.7838 -1.4514 -0.2357 0.77 -0.78 -0.40 -1.46
C 1.8760 -0.4885 -1.4782 1.10 0.02 1.81 1.82
C 2.9066 0.6564 -1.1674 -0.62 -0.41 -0.14 -1.65
C 2.3393 -1.3028 -2.6963 -0.78 0.37 0.00 -1.65
N 0.5827 -0.0184 -1.6918 -2.54 2.20 -0.32 -0.42
H 2.7831 -1.8207 0.0495 -0.01 0.17 -0.12 0.42
H 1.2008 -2.3794 -0.4403 0.07 0.84 -0.07 0.30
H 1.3803 -0.9630 0.6415 -0.31 0.26 0.06 0.29
H 3.8933 0.2183 -1.0011 0.18 0.15 -0.36 0.40
H 2.6586 1.1798 -0.2397 -0.27 0.00 -0.09 0.31
H 2.8664 1.3805 -2.0022 0.32 -0.33 0.38 0.33
H 3.2906 -1.8147 -2.5812 0.31 0.22 0.13 0.35
H 2.3211 -0.6353 -3.5741 0.10 -0.48 0.18 0.36
H 1.5683 -2.0646 -2.7675 -0.06 -0.17 -0.59 0.41
```
Positions in Å, forces in eV/Å.



[2]
Density functional theory data (ωB97M-V/def2-TZVPD) for the molecule C4H7FS.

As for the SMILES: CS[C@@H]1C[C@H]1F. As for the total charge: 0. The value obtained for the energy above the lowest of the compared OMol25 structures with the same formula, charge and spin is 1.3797 eV. The value obtained for the lowest unoccupied orbital energy is 1.01 eV. The HOMO energy is -0.3162 Eh.

```
13
Properties=species:S:1:pos:R:3:forces:R:3:mulliken_charge:R:1
C -2.0064 -0.3279 -0.9309 1.17 -1.00 0.07 -0.82
S -0.9953 1.1286 -0.5536 -0.45 0.54 -0.28 -0.10
C 0.1323 0.4638 0.6196 0.96 -1.66 -0.25 -0.30
C 1.5925 0.8717 0.6516 0.19 -0.70 0.69 -0.62
C 1.2608 -0.4999 0.1300 -1.39 1.84 0.53 0.02
F 1.4596 -1.6468 0.8326 0.37 0.18 0.33 -0.31
H -2.4191 -0.7850 -0.0355 -0.26 0.28 0.16 0.27
H -2.7902 -0.1106 -1.6491 0.04 0.27 0.03 0.32
H -1.3283 -1.0992 -1.3479 -0.42 0.38 -0.05 0.26
H -0.2868 0.1113 1.5643 0.11 0.34 -0.11 0.37
H 1.9951 1.6368 -0.0013 -0.21 -0.20 -0.23 0.26
H 2.0498 0.8931 1.6352 -0.17 0.06 0.04 0.24
H 1.3361 -0.6360 -0.9150 0.05 -0.33 -0.92 0.40
```
Positions in Å, forces in eV/Å.



[3]
Density functional theory data (ωB97M-V/def2-TZVPD) for a cluster of 2 separate species, C6H9O6P in total.

As for the total charge: 0. The value obtained for the energy above the lowest of the compared OMol25 structures with the same formula, charge and spin is 2.4789 eV. The value obtained for the lowest unoccupied orbital energy is 0.45 eV. The HOMO energy is -0.2833 Eh.

```
22
Properties=species:S:1:pos:R:3:forces:R:3:mulliken_charge:R:1
C -1.3542 -0.9753 0.7738 -0.28 0.88 -1.96 0.70
C -2.1803 -1.8887 0.0627 -1.71 -0.99 -0.35 0.41
C -0.7795 -0.1674 -0.1867 2.91 1.50 0.06 -0.31
C -2.0044 -1.6588 -1.2731 0.14 0.32 1.22 -0.05
C 1.6077 0.6603 0.9858 2.87 1.85 -0.62 -0.66
C 0.8813 1.1355 -0.2224 -2.63 -0.94 0.71 0.42
O -1.0560 -0.6349 -1.4778 -2.26 -1.56 0.89 -0.31
O -1.3387 -0.7688 2.0902 2.89 2.92 -0.88 -0.51
O -3.2071 -2.6748 0.6962 2.15 1.32 -0.34 -0.58
O -2.8334 -2.1831 -2.2311 1.03 0.33 0.76 -0.51
O 1.2761 1.4051 2.1404 -0.27 -0.77 -0.36 -0.59
O 0.5370 2.4575 -0.1226 -0.67 0.25 0.23 -0.52
P 1.7247 0.4666 -1.7393 0.74 0.52 0.29 -0.13
H 1.5065 -0.3867 0.9828 -0.09 -1.41 0.90 0.39
H 2.7069 0.9089 0.7620 -1.22 -0.36 0.61 0.44
H -1.8493 -1.3188 2.5891 -2.32 -2.58 1.65 0.32
H -3.7733 -3.0512 0.0279 -0.19 -0.12 -0.53 0.30
H -2.6382 -1.7439 -3.0476 0.06 0.33 -0.96 0.32
H 0.3237 1.2965 2.1724 -0.56 -0.17 0.83 0.34
H 0.2781 2.7498 0.8159 0.91 -1.07 -1.82 0.39
H 0.9768 1.2192 -2.5993 -0.75 0.32 -0.85 0.05
H 2.8227 1.4410 -1.8800 -0.73 -0.57 0.53 0.09
```
Positions in Å, forces in eV/Å.



[4]
Density functional theory data (ωB97M-V/def2-TZVPD) for a cluster of 6 separate species, C2H16O6 in total.

As for the SMILES: CCO.O.O.O.O.O. As for the total charge: 0. The value obtained for the energy above the lowest of the compared OMol25 structures with the same formula, charge and spin is 1.7836 eV. The value obtained for the lowest unoccupied orbital energy is 0.02 eV. The HOMO energy is -0.3811 Eh.

```
24
Properties=species:S:1:pos:R:3:forces:R:3:mulliken_charge:R:1
C 1.8659 2.4823 -1.1711 -0.64 -0.98 0.56 -0.99
C 0.9082 3.5127 -0.5206 1.97 -1.00 -0.28 -0.27
O 1.0656 3.5266 0.8937 -0.10 -0.13 0.24 -0.49
H 2.8573 2.7955 -0.8658 0.50 -0.01 -0.78 0.35
H 1.7354 1.4854 -0.7396 -0.23 0.15 0.60 0.20
H 1.6956 2.1777 -2.2256 0.39 1.25 0.28 0.33
H -0.1003 3.2433 -0.7856 -0.55 0.64 -0.24 0.25
H 1.3321 4.4711 -0.8193 -1.11 0.31 -0.52 0.31
H 1.5772 2.7561 1.1592 -0.19 -0.10 0.00 0.30
O -3.9219 -3.6264 0.2979 0.38 0.52 -0.44 -0.63
H -3.2784 -3.7833 -0.4047 -0.06 -0.48 0.11 0.31
H -4.0020 -2.6667 0.2229 -0.34 -0.04 0.34 0.32
O 2.1012 -3.7697 -3.2928 0.33 0.43 1.61 -0.63
H 1.6292 -4.1884 -2.5568 -0.40 -0.44 -0.59 0.32
H 2.6601 -3.2141 -2.7111 0.07 0.01 -1.00 0.32
O -0.0578 -2.0171 0.6932 0.05 -1.29 1.38 -0.65
H 0.5182 -1.2761 0.8973 -0.32 0.25 -1.02 0.34
H -0.5867 -2.0386 -0.0984 0.42 0.94 -0.43 0.29
O -2.2073 -0.5487 3.0679 0.21 -0.53 0.29 -0.63
H -2.3949 -1.4976 3.0843 -0.23 0.12 -0.34 0.32
H -1.5247 -0.5108 3.7488 0.04 0.43 -0.08 0.31
O -0.2410 0.8933 0.6460 -0.14 -0.20 -0.11 -0.58
H -0.8077 0.1311 0.8223 -0.19 0.22 0.21 0.33
H -0.8233 1.6622 0.6579 0.12 -0.07 0.19 0.28
```
Positions in Å, forces in eV/Å.



The lowest total charge belongs to which entry?
C15H18FeIN4